Arrangement one

Here is one molecule with the formula C3H3NO2 from OMol25. Energies are from the ωB97M-V functional and the def2-TZVPD basis.

```
! wB97M-V def2-TZVPD RIJCOSX def2/J DEFGRID3
* xyz 0 1
O 2.912 -0.957 0.019
O -1.592 0.957 0.038
N 1.483 1.062 0.039
C -0.818 -0.206 0.077
C 1.971 -0.299 -0.026
C 0.624 0.035 -0.091
H -2.350 1.050 -0.492
H -0.951 -0.776 1.009
H -1.280 -0.867 -0.574
*
```

- Gap between HOMO and LUMO: 9.9 eV
- E_LUMO: 0.29 eV
- SMILES string: O=c1nc1CO
- HOMO energy: -9.63 eV
- Molecular weight: 85.062 g/mol

Arrangement two

Here is one molecule with the formula C3H3NO2 from OMol25. Energies are from the ωB97M-V functional and the def2-TZVPD basis.

```
! wB97M-V def2-TZVPD RIJCOSX def2/J DEFGRID3
* xyz 0 1
O 0.048 -1.298 0.432
O 2.226 -0.648 0.979
N 0.550 0.926 0.413
C -1.084 -0.573 0.226
C 1.117 -0.346 0.639
C -0.822 0.736 0.165
H -2.023 -1.098 0.096
H -1.466 1.568 -0.074
H 1.265 0.871 -0.435
*
```

- Gap between HOMO and LUMO: 10.1 eV
- E_LUMO: 0.66 eV
- SMILES string: O=c1[nH]cco1
- HOMO energy: -9.40 eV
- Molecular weight: 85.062 g/mol

Name the most stable of them. arrangement two.

Arrangement one

Here is a 2-piece molecular cluster, C2HCl2O3 overall from OMol25. Energies are from the ωB97M-V functional and the def2-TZVPD basis.

```
! wB97M-V def2-TZVPD RIJCOSX def2/J DEFGRID3
* xyz -1 1
Cl -0.318 1.323 -0.088
Cl -1.042 -1.581 -0.194
O -1.092 -0.003 -2.274
O 0.575 0.101 2.804
O 2.362 0.443 1.408
C 1.376 0.282 1.991
C -1.519 -0.055 -1.045
H -0.340 -0.510 -2.603
*
```

- Gap between HOMO and LUMO: 6.5 eV
- E_LUMO: 3.57 eV
- HOMO energy: -2.95 eV
- Molecular weight: 143.933 g/mol

Arrangement two

Here is an isolated ion of composition C2HCl2O3 and charge -1 from OMol25. Energies are from the ωB97M-V functional and the def2-TZVPD basis.

```
! wB97M-V def2-TZVPD RIJCOSX def2/J DEFGRID3
* xyz -1 1
Cl 1.654 -1.160 -1.103
Cl 1.361 -0.596 1.668
O -1.506 1.043 -0.016
O -0.606 -1.298 0.075
O 0.313 2.068 -0.748
C -0.352 1.187 -0.319
C 0.426 -0.472 0.075
H -1.289 -0.772 0.367
*
```

- Gap between HOMO and LUMO: 8.4 eV
- E_LUMO: 3.61 eV
- SMILES string: O=C([O-])C(O)(Cl)Cl
- HOMO energy: -4.74 eV
- Molecular weight: 143.933 g/mol

Name the most stable of them. arrangement two.

Arrangement one

Here is one molecule with the formula C2H3O2P from OMol25. Energies are from the ωB97M-V functional and the def2-TZVPD basis.

```
! wB97M-V def2-TZVPD RIJCOSX def2/J DEFGRID3
* xyz 0 1
P -0.165 0.061 1.259
O 0.738 -1.200 1.453
O -0.849 -0.129 -0.270
C 0.500 0.747 -2.190
C -0.178 0.347 -1.288
H -1.292 -0.714 1.487
H 1.262 1.192 -2.840
H 1.767 -0.981 1.448
*
```

- Gap between HOMO and LUMO: 9.9 eV
- E_LUMO: 0.41 eV
- SMILES string: C#COPO
- HOMO energy: -9.49 eV
- Molecular weight: 90.018 g/mol

Arrangement two

Here is a 2-piece molecular cluster, C2H3O2P overall from OMol25. Energies are from the ωB97M-V functional and the def2-TZVPD basis.

```
! wB97M-V def2-TZVPD RIJCOSX def2/J DEFGRID3
* xyz 0 1
P -3.427 -0.374 -0.037
O -3.223 1.038 -0.326
O -0.760 -0.962 0.089
C 0.259 -0.454 -0.211
C 1.425 -0.138 -0.703
H -4.326 -0.294 1.104
H 1.541 0.907 -1.083
H 2.360 -0.556 -0.507
*
```

- Gap between HOMO and LUMO: 8.8 eV
- E_LUMO: -0.51 eV
- SMILES string: C=C=O.O=P
- HOMO energy: -9.33 eV
- Molecular weight: 90.018 g/mol

Name the most stable of them. arrangement two.

Arrangement one

Here is C2H10N4O as an isolated structure from OMol25. Energies are from the ωB97M-V functional and the def2-TZVPD basis.

```
! wB97M-V def2-TZVPD RIJCOSX def2/J DEFGRID3
* xyz 0 1
O -0.799 1.961 0.120
N -0.901 0.263 -2.117
N 0.408 0.697 -0.109
N 0.170 -0.265 0.724
N -0.921 -1.176 0.679
C 0.443 0.424 -1.553
C 0.741 -0.097 2.009
H -0.665 2.309 1.060
H -0.902 -0.019 -3.010
H 1.636 0.557 1.942
H 1.115 1.316 -1.830
H 1.045 -1.111 2.395
H 0.959 -0.605 -1.524
H 0.049 0.242 2.865
H -1.084 -1.469 -0.326
H -1.754 -0.764 1.061
H -1.471 1.038 -2.127
*
```

- Gap between HOMO and LUMO: 9.3 eV
- E_LUMO: 0.79 eV
- HOMO energy: -8.56 eV
- Molecular weight: 106.129 g/mol

Arrangement two

Here is a 2-piece molecular cluster, C2H10N4O overall from OMol25. Energies are from the ωB97M-V functional and the def2-TZVPD basis.

```
! wB97M-V def2-TZVPD RIJCOSX def2/J DEFGRID3
* xyz 0 1
O 0.903 2.081 -0.929
N -0.135 0.592 1.436
N -1.100 0.751 0.343
N 2.287 0.507 -0.397
N 1.514 1.070 -1.325
C -1.027 -1.704 -0.022
C -0.987 -0.311 -0.619
H -0.778 1.613 -0.157
H -1.784 -0.161 -1.351
H 2.801 -0.306 -0.703
H -0.625 0.079 2.168
H -0.157 -1.880 0.608
H 0.035 -0.149 -1.190
H -1.044 -2.449 -0.814
H -1.924 -1.829 0.587
H 1.986 0.563 0.578
H 0.036 1.530 1.787
*
```

- Gap between HOMO and LUMO: 8.7 eV
- E_LUMO: 0.60 eV
- SMILES string: CCNN.NN=O
- HOMO energy: -8.10 eV
- Molecular weight: 106.129 g/mol

Name the most stable of them. arrangement two.

Arrangement one

Here is an isolated ion of composition C7H8N3O and charge +1 from OMol25. Energies are from the ωB97M-V functional and the def2-TZVPD basis.

```
! wB97M-V def2-TZVPD RIJCOSX def2/J DEFGRID3
* xyz 1 3
O -2.423 1.797 1.836
N -0.152 1.275 1.643
N -1.281 -0.212 -0.485
N -2.307 -0.615 -1.044
C 0.288 -1.458 -1.899
C -0.036 -0.529 -0.782
C 0.968 0.787 1.107
C 2.209 1.139 1.837
C 1.022 -0.017 -0.013
C -3.398 -0.839 -1.360
C -1.330 1.502 1.665
H 0.807 -2.332 -1.501
H 0.971 -0.979 -2.599
H -4.366 -1.076 -1.694
H -0.596 -1.789 -2.439
H 2.014 -0.317 -0.319
H 2.887 1.705 1.197
H 1.989 1.726 2.725
H 2.737 0.231 2.126
*
```

- Gap between HOMO and LUMO (alpha / beta): 7.0 / 7.0 eV
- E_LUMO (alpha / beta): -3.47 / -7.52 eV
- ⟨S²⟩: 2.0197
- HOMO energy (alpha / beta): -10.50 / -14.55 eV
- Molecular weight: 150.161 g/mol

Arrangement two

Here is an isolated ion of composition C7H8N3O and charge +1 from OMol25. Energies are from the ωB97M-V functional and the def2-TZVPD basis.

```
! wB97M-V def2-TZVPD RIJCOSX def2/J DEFGRID3
* xyz 1 3
O 4.013 0.815 -0.053
N 1.864 1.198 -0.252
N -0.975 -0.871 0.046
N -0.476 1.501 -0.736
C 2.948 0.331 0.102
C -2.130 -0.392 -0.404
C 0.583 0.857 -0.403
C 0.241 -0.589 0.094
C -3.200 -0.021 0.426
C 1.301 -1.481 0.486
C 2.613 -1.103 0.491
H 2.050 2.103 -0.600
H -0.336 2.483 -1.083
H -3.813 0.697 -0.045
H -2.441 -0.428 -1.492
H 3.354 -1.780 0.792
H 1.053 -2.562 0.643
H -3.858 -0.946 0.523
H -2.790 0.188 1.464
*
```

- Gap between HOMO and LUMO (alpha / beta): 6.9 / 4.8 eV
- E_LUMO (alpha / beta): -4.36 / -8.81 eV
- ⟨S²⟩: 2.0351
- HOMO energy (alpha / beta): -11.26 / -13.61 eV
- Molecular weight: 150.161 g/mol

Arrangement three

Here is a 2-piece molecular cluster, C7H8N3O overall from OMol25. Energies are from the ωB97M-V functional and the def2-TZVPD basis.

```
! wB97M-V def2-TZVPD RIJCOSX def2/J DEFGRID3
* xyz 1 3
O 4.408 0.746 -0.123
N 2.141 0.631 -0.013
N 1.139 -1.889 0.166
N 0.772 -0.786 0.036
C -1.970 1.600 0.074
C -2.896 -0.540 -0.101
C -0.477 -0.258 0.061
C 3.272 0.163 -0.110
C -0.698 1.134 0.040
C -3.093 0.796 -0.033
C -1.662 -1.098 -0.122
H -2.042 2.639 -0.053
H 2.063 -2.120 -0.165
H -4.043 1.228 0.042
H 3.280 -1.094 -0.146
H -0.044 1.937 0.336
H -3.695 -1.275 -0.023
H -1.609 -2.074 -0.284
H 5.154 0.260 0.419
*
```

- Gap between HOMO and LUMO (alpha / beta): 7.1 / 6.2 eV
- E_LUMO (alpha / beta): -5.44 / -7.57 eV
- ⟨S²⟩: 2.0201
- HOMO energy (alpha / beta): -12.52 / -13.80 eV
- Molecular weight: 150.161 g/mol

Name the most stable of them. arrangement two.

Arrangement one

Here is a 13-piece molecular cluster, H26O13 overall from OMol25. Energies are from the ωB97M-V functional and the def2-TZVPD basis.

```
! wB97M-V def2-TZVPD RIJCOSX def2/J DEFGRID3
* xyz 1 2
O 2.231 -3.732 20.973
O 3.214 -0.739 22.604
O 4.689 -3.806 19.874
O 5.907 -0.127 18.044
O 4.681 2.493 18.224
O 1.321 1.982 20.157
O 7.298 -2.878 19.072
O 4.282 1.232 20.504
O 5.521 -1.970 22.041
O 3.341 -1.275 19.633
O 0.566 -1.474 19.087
O 0.680 -0.916 21.873
O 7.227 -0.075 20.905
H 4.505 -4.359 19.115
H 3.835 -3.667 20.283
H 4.080 -1.859 19.462
H 1.817 2.478 19.506
H 6.417 -0.387 20.501
H 7.696 -3.321 19.822
H 4.565 1.654 19.693
H 6.242 -2.152 22.644
H 1.543 -0.695 22.223
H 6.393 -3.188 19.063
H 5.537 2.757 17.886
H 5.196 -2.834 21.788
H 0.636 -0.819 18.393
H 1.988 1.540 20.682
H 0.838 -1.107 20.949
H 4.533 1.846 21.194
H 7.192 -0.407 21.802
H 1.449 -4.150 21.334
H 1.471 -1.734 19.263
H 4.037 -1.111 22.289
H 2.512 -3.120 21.654
H 5.821 -0.137 17.091
H 4.721 1.537 18.257
H 3.735 -0.502 20.037
H 6.551 -0.808 18.234
H 3.480 -0.059 23.224
*
```

- Gap between HOMO and LUMO (alpha / beta): 10.5 / 3.5 eV
- E_LUMO (alpha / beta): -3.17 / -10.18 eV
- ⟨S²⟩: 0.7543
- HOMO energy (alpha / beta): -13.70 / -13.70 eV
- Molecular weight: 234.195 g/mol

Arrangement two

Here is a 13-piece molecular cluster, H26O13 overall from OMol25. Energies are from the ωB97M-V functional and the def2-TZVPD basis.

```
! wB97M-V def2-TZVPD RIJCOSX def2/J DEFGRID3
* xyz 1 2
O 2.065 -2.094 0.530
O -1.266 2.802 -1.110
O -0.893 0.565 -2.945
O 0.937 3.369 0.688
O 0.766 -1.589 -2.376
O -3.207 1.983 1.421
O -0.143 -3.280 -0.124
O -3.261 -0.676 -2.098
O 2.339 0.580 -1.220
O -0.475 -0.150 -0.212
O -1.848 -0.448 2.414
O 3.453 0.881 1.251
O 1.702 -0.536 2.935
H -2.211 -1.334 2.439
H -0.598 -3.647 0.635
H 0.044 -4.036 -0.681
H 1.181 2.558 1.132
H -0.654 0.281 -2.063
H -2.168 -0.034 3.215
H 1.199 -2.457 0.341
H 3.029 0.908 0.393
H -0.892 2.271 -1.813
H -2.650 1.219 1.274
H 1.096 0.201 2.860
H -0.513 3.063 -0.579
H 2.066 -1.958 1.478
H -3.821 1.978 0.687
H 1.803 -0.113 -1.605
H -0.403 -1.088 -0.035
H -2.837 -0.494 -2.936
H 0.824 4.005 1.394
H 0.294 0.233 0.211
H -2.675 -0.295 -1.444
H 0.871 -2.207 -1.652
H -0.227 0.176 -3.512
H 2.166 -0.382 3.758
H 1.984 1.390 -1.586
H -0.053 -1.851 -2.797
H 2.976 0.206 1.733
*
```

- Gap between HOMO and LUMO (alpha / beta): 10.6 / 2.6 eV
- E_LUMO (alpha / beta): -3.32 / -10.86 eV
- ⟨S²⟩: 0.7570
- HOMO energy (alpha / beta): -13.92 / -13.47 eV
- Molecular weight: 234.195 g/mol

Name the most stable of them. arrangement one.